Formula: C16H32O32S8
Source: the Open Molecules 2025 dataset
Level of theory: ωB97M-V/def2-TZVPD

Computed properties:
**Max |F|**: 5.56 eV Å⁻¹
**Kohn-Sham gap**: 10.31 eV
**Molecular weight**: 992.94 g mol⁻¹
**Electronic energy**: -169298.8128 eV
**HOMO level**: -0.38463 Ha

Cartesian coordinates (Å):
1 C -0.46761 2.66487 -6.44470
2 C -0.41257 3.14502 -5.04722
3 O -1.00926 2.15343 -4.26993
4 S -1.77974 0.93555 -5.16866
5 O -3.14410 0.70614 -4.64973
6 O -0.93585 -0.18998 -5.35351
7 O -1.64494 1.90925 -6.50982
8 H 0.40093 2.04486 -6.66678
9 H -0.59050 3.47656 -7.16175
10 H -1.21615 3.88091 -5.07569
11 H 0.46202 3.63777 -4.62250
12 C 0.52973 0.96192 1.40834
13 C -0.58180 -0.08931 1.61003
14 O -1.07341 -0.35198 0.26500
15 S -0.93336 0.93153 -0.71357
16 O -2.03362 1.88055 -0.39196
17 O -0.62896 0.34897 -2.04900
18 O 0.47161 1.40123 0.04598
19 H 1.52229 0.53897 1.56337
20 H 0.43181 1.80331 2.09432
21 H -1.40026 0.30777 2.21050
22 H -0.20374 -0.97721 2.11680
23 C 2.41404 7.47562 3.42435
24 C 3.37030 6.33917 3.81065
25 O 2.44486 5.39150 4.16185
26 S 0.95807 5.57701 3.48465
27 O -0.09482 5.76405 4.52148
28 O 0.70226 4.59553 2.42263
29 O 1.30306 7.01445 2.78854
30 H 2.79277 8.11691 2.62849
31 H 1.99909 8.11300 4.20516
32 H 4.01144 6.77663 4.57594
33 H 4.02263 6.05663 2.98437
34 C -2.67461 -2.85208 -2.59202
35 C -2.16447 -2.98873 -1.20239
36 O -3.18187 -2.78505 -0.34025
37 S -4.63906 -3.31487 -0.80310
38 O -5.75777 -2.39845 -0.65283
39 O -4.77362 -4.71289 -0.54365
40 O -4.13429 -3.05639 -2.39282
41 H -2.24495 -3.56246 -3.29833
42 H -2.48904 -1.84914 -2.97644
43 H -1.52327 -2.12159 -1.04421
44 H -1.74178 -3.95723 -0.93509
45 C 2.68606 0.80300 -2.63226
46 C 2.68854 2.31362 -2.24129
47 O 3.66605 2.85679 -3.01831
48 S 3.80030 2.16471 -4.52513
49 O 5.11353 1.95453 -5.05456
50 O 2.80175 2.76815 -5.42217
51 O 3.23902 0.70167 -3.95711
52 H 1.67939 0.44731 -2.85180
53 H 2.98129 0.26815 -1.72956
54 H 2.85878 2.45289 -1.17371
55 H 1.69283 2.69802 -2.46241
56 C 1.06491 -6.34760 5.40361
57 C -0.38954 -6.56232 5.06624
58 O -0.87024 -5.30690 4.47211
59 S 0.24312 -4.72766 3.50368
60 O 0.09579 -3.28187 3.36633
61 O 0.38716 -5.65114 2.34478
62 O 1.34758 -5.14871 4.67780
63 H 1.75806 -6.98594 4.85575
64 H 1.29835 -6.18744 6.45621
65 H -1.02534 -6.74691 5.93214
66 H -0.52406 -7.44605 4.44251
67 C -5.22432 1.14570 -1.50937
68 C -5.09560 0.94989 0.00895
69 O -6.44720 1.11723 0.54341
70 S -7.40719 1.92343 -0.46982
71 O -7.83690 3.19479 0.05663
72 O -8.44469 1.07809 -1.04665
73 O -6.19675 2.22197 -1.59644
74 H -5.69154 0.24276 -1.90244
75 H -4.21269 1.21303 -1.90959
76 H -4.43154 1.76518 0.29604
77 H -4.61658 -0.00160 0.23984
78 C 5.70463 -3.56963 2.84998
79 C 4.86994 -4.73529 2.27223
80 O 3.90965 -3.96855 1.56574
81 S 4.38033 -2.45283 1.07435
82 O 3.61407 -1.38118 1.78531
83 O 4.45845 -2.37377 -0.40375
84 O 5.88291 -2.68983 1.69266
85 H 6.53012 -3.95526 3.44827
86 H 5.19900 -2.88138 3.52729
87 H 4.58040 -5.41533 3.07337
88 H 5.52090 -5.20508 1.53490